Entry 1:
C4H10AlIN2OS | the ωB97M-V functional and the def2-TZVPD basis

2S+1 ... 1
HOMO ... -7.73 eV
Max |F| ... 0.63 eV Å⁻¹
LUMO energy ... -0.054 Ha
Gap between HOMO and LUMO ... 6.2564 eV

Structure (XYZ):
```
20
Properties=species:S:1:pos:R:3:forces:R:3:nbo_charge:R:1
S -1.785997 2.419557 -1.096018 -0.1465 0.1664 0.4399 -0.21
C -1.496244 1.242886 -2.140310 0.0811 -0.5856 -0.2045 0.18
N -1.241695 0.350574 -2.876275 0.1251 0.5590 0.0348 -0.74
Al 0.286009 0.552122 -4.067644 0.3642 -0.2758 -0.1277 1.09
I 0.872371 -1.889545 -4.753817 -0.0682 0.0457 0.1121 -0.54
H -0.028877 1.454972 -5.326326 -0.2104 -0.0668 0.0194 -0.37
H 1.490005 1.069314 -3.152511 -0.0925 -0.0487 0.1574 -0.40
C -0.310933 0.577460 3.359887 -0.0016 0.1018 -0.0505 -0.75
C 0.679034 0.060726 2.379995 -0.1420 -0.0441 0.1536 0.73
O 1.770135 0.419734 2.133625 0.0210 -0.0469 -0.0574 -0.42
N 0.182984 -1.188898 1.598345 0.2992 0.0550 -0.0475 -0.59
C 0.285640 -0.983356 0.112200 -0.1806 0.1026 -0.4417 -0.43
H 0.142499 1.401138 3.902433 -0.0339 0.0192 0.0057 0.28
H -1.205330 0.926808 2.837918 0.0076 -0.0121 -0.0377 0.28
H -0.602913 -0.210946 4.056504 -0.0040 -0.0187 -0.0199 0.25
H -0.765621 -1.456399 1.857858 -0.0164 0.0637 0.0221 0.43
H 0.813354 -1.946067 1.871276 -0.0667 -0.0568 -0.0176 0.44
H -0.412887 -0.197672 -0.173028 0.0535 0.0339 -0.0103 0.26
H 0.026063 -1.909272 -0.393175 0.0022 -0.0219 0.0226 0.25
H 1.302402 -0.693138 -0.130935 0.0090 0.0301 0.0471 0.26
```
Positions in Å, forces in eV/Å.

---

Entry 2:
C5H13N2O | the ωB97M-V functional and the def2-TZVPD basis

Net charge ... +1
2S+1 ... 1
HOMO ... -12.88 eV
Max |F| ... 5.68 eV Å⁻¹
LUMO energy ... -0.279 Ha
Gap between HOMO and LUMO ... 5.2833 eV

Structure (XYZ):
```
21
Properties=species:S:1:pos:R:3:forces:R:3:nbo_charge:R:1
C 2.045888 0.333489 3.235807 3.1784 -0.4755 -1.1910 -0.03
O 2.648928 -0.178104 4.245245 -0.9672 -0.4786 0.2696 -0.54
C 0.479615 0.684913 3.685583 0.1947 -3.3828 4.5501 0.13
C -0.546546 -0.312045 3.393544 -0.5613 1.0665 -0.4726 0.07
C -1.797267 0.099985 2.954067 -1.3593 1.2485 -0.8744 -0.36
C -2.898348 -0.631765 2.604578 1.2262 -0.7146 0.4031 -0.01
N 0.393394 2.698210 2.116026 0.4060 -2.7316 0.3290 -0.92
N 0.562373 1.026464 5.035715 -1.6361 -0.9685 -1.2980 -0.65
H 2.038839 -0.326916 2.347308 -0.7323 0.1263 -0.0975 0.17
H 2.495040 1.296452 2.952594 -0.7738 0.5516 -0.1782 0.22
H 1.433130 0.662588 5.426516 0.6927 0.9140 -0.0820 0.46
H 0.338300 1.727039 2.981250 0.3576 4.6479 -3.2383 0.29
H -0.371857 -1.381152 3.500362 0.6543 0.1341 0.0114 0.28
H 0.466378 -5.621302 -30.611990 -0.0006 0.0006 0.0000 0.00
H -3.784182 -0.110794 2.269577 -0.1170 -0.1920 -0.0006 0.24
H -2.864592 -1.716067 2.654751 -0.3357 0.0130 -0.0430 0.22
H 0.529491 3.704954 2.160426 -0.4666 -0.3676 1.2028 0.42
H -1.975302 1.160844 2.798076 0.4847 0.1560 0.3226 0.25
H 0.004546 2.338926 1.255569 -0.2364 0.0140 0.2007 0.37
H -0.216519 0.658612 5.571151 -0.0090 0.4392 0.1864 0.39
H 1.018691 -6.114331 -30.576155 0.0006 -0.0006 0.0000 0.00
```
Positions in Å, forces in eV/Å.

---

Entry 3:
C2H4BrCl2N2O6V | the ωB97M-V functional and the def2-TZVPD basis

2S+1 ... 3
HOMO (spin up / spin down) ... -10.56 / -10.90 eV
Max |F| ... 8.11 eV Å⁻¹
LUMO energy (spin up / spin down) ... -0.102 / -0.057 Ha
Gap between HOMO and LUMO (spin up / spin down) ... 7.7880 / 9.3397 eV
Expectation value of S² ... 2.031

Structure (XYZ):
```
18
Properties=species:S:1:pos:R:3:forces:R:3:nbo_charge:R:1
V -12.952780 18.525860 27.070770 1.6165 -0.3919 -0.6620 1.41
N -10.469020 19.559730 26.662130 -2.9170 -0.2601 -1.8580 0.76
O -11.301850 19.166280 25.794210 -1.0804 -0.1216 -4.1571 -0.54
O -9.559760 20.269740 26.479590 1.3832 0.2641 0.0188 -0.29
O -10.936740 19.148470 27.713160 -0.4714 -0.8911 6.2252 -0.51
N -13.700350 15.964120 26.702190 0.0838 -1.6631 2.8901 0.75
O -12.651810 16.428110 27.149470 6.4594 -0.7103 1.9806 -0.53
O -14.072680 14.826650 26.821720 0.3543 0.6817 -1.1206 -0.33
O -14.335350 16.945440 26.427360 -6.0973 4.1184 -3.4023 -0.48
Br -14.394420 20.500570 26.907520 0.7691 -1.1627 0.0430 -0.36
Cl -14.019550 18.567050 34.016060 0.0752 -0.5392 -0.2073 -0.05
C -13.731810 19.010420 32.298300 -1.4573 0.6981 0.2920 -0.39
C -13.689530 17.787900 31.357550 0.7721 0.4242 1.6010 -0.35
Cl -13.483270 18.399650 29.694770 -0.0198 0.3725 -0.0721 -0.03
H -12.910100 19.721610 32.382550 0.3995 -0.6637 -0.7886 0.24
H -14.609520 19.612450 32.063150 0.0642 -0.0190 -0.2354 0.22
H -14.607990 17.201730 31.387870 0.1696 0.1844 0.0612 0.24
H -12.824330 17.208580 31.679920 -0.1038 -0.3206 -0.6083 0.24
```
Positions in Å, forces in eV/Å.

---

Entry 4:
C3H10N2O3 | the ωB97M-V functional and the def2-TZVPD basis

2S+1 ... 1
HOMO ... -9.39 eV
Max |F| ... 5.93 eV Å⁻¹
LUMO energy ... 0.025 Ha
SMILES ... NCC(=O)NCO.O
Gap between HOMO and LUMO ... 10.0663 eV

Structure (XYZ):
```
18
Properties=species:S:1:pos:R:3:forces:R:3:nbo_charge:R:1
N 0.851152 -0.869380 -2.380772 -0.4127 -0.2459 0.0474 -0.85
C 0.469683 0.175979 -1.440757 1.1672 1.2704 0.8892 -0.34
C -0.477463 -0.344657 -0.367207 -2.6787 -0.0834 0.0743 0.68
O -0.837494 -1.524862 -0.419669 0.6344 0.9826 0.8641 -0.65
N -1.192775 0.585051 0.440667 4.2199 2.3878 -3.4173 -0.65
C -0.542058 1.956060 0.680303 0.3490 -2.9425 0.4736 0.10
O 0.444050 1.744061 1.709949 0.9580 1.2115 -0.5694 -0.77
H 0.452183 -0.742715 -3.317100 0.0243 -0.4342 0.8375 0.37
H 0.660867 -1.811905 -1.947870 -0.0655 1.5306 -1.0054 0.40
H -0.010054 1.148024 -1.767287 0.3141 -1.5076 -0.8282 0.21
H 1.421357 0.587786 -0.999855 -0.8363 -0.4690 0.1615 0.22
H -1.848714 0.275814 1.060492 -1.8639 -1.2010 1.8522 0.39
H -0.001222 2.221780 -0.336915 -1.1697 -0.0066 2.6314 0.19
H -1.256493 2.708571 1.094394 0.2757 -0.6596 -1.0008 0.19
H 0.353680 1.061001 2.399189 -0.8306 0.2074 -1.0234 0.50
O 0.884776 -2.309907 1.906405 -0.6746 0.2286 -0.6450 -0.97
H 0.318574 -2.164989 1.103091 0.4846 -0.3753 1.0558 0.49
H 0.309952 -2.695713 2.582942 0.1049 0.1062 -0.3975 0.47
```
Positions in Å, forces in eV/Å.

---

Entry 5:
CH2BrNO | the ωB97M-V functional and the def2-TZVPD basis

2S+1 ... 1
HOMO ... -10.33 eV
Max |F| ... 7.97 eV Å⁻¹
LUMO energy ... 0.021 Ha
SMILES ... NC(=O)Br
Gap between HOMO and LUMO ... 10.9173 eV

Structure (XYZ):
```
6
Properties=species:S:1:pos:R:3:forces:R:3:nbo_charge:R:1
N 0.641660 0.552885 -0.408303 -3.8659 -3.1474 2.9560 -0.95
C -0.429769 -0.568791 0.158281 3.9960 6.9002 -0.0890 0.63
O -0.577032 -1.567902 -0.356628 -0.6023 -3.7275 -1.9567 -0.51
Br -1.347225 -0.026367 1.740982 0.0457 0.2925 0.1574 -0.01
H 0.989667 0.177919 -1.289019 0.2497 1.0816 0.4897 0.42
H 0.722699 1.432255 0.154687 0.1769 -1.3995 -1.5574 0.43
```
Positions in Å, forces in eV/Å.

---

Entry 6:
C5H8N | the ωB97M-V functional and the def2-TZVPD basis

Net charge ... +1
2S+1 ... 1
HOMO ... -15.05 eV
Max |F| ... 6.34 eV Å⁻¹
LUMO energy ... -0.136 Ha
Gap between HOMO and LUMO ... 11.3542 eV

Structure (XYZ):
```
14
Properties=species:S:1:pos:R:3:forces:R:3:nbo_charge:R:1
C -2.430028 0.522893 -0.035056 -0.9421 -2.6936 -2.2114 -0.38
C -2.130666 -0.666740 -0.272207 -1.5740 6.0214 1.2268 -0.11
C 1.421319 -1.565499 0.054937 -0.4610 -0.7145 1.8702 -0.32
C 1.118198 0.974565 -0.612916 -0.9659 -1.5380 1.3498 -0.20
C 1.128334 -0.322209 0.036238 -0.4636 2.4604 -1.4306 0.15
N 0.356598 0.707333 0.705760 -1.2152 1.7828 1.6745 -0.60
H -3.096897 1.373748 -0.349923 1.2074 -0.9300 0.9140 0.30
H -1.847762 -1.639074 -0.293681 0.7353 -2.4362 -0.1195 0.23
H 0.914623 -2.093599 0.836495 0.1743 -0.9027 0.2111 0.24
H 2.261415 -1.930384 -0.461421 0.4589 -0.7062 -0.9631 0.26
H 1.905343 1.656628 -0.641231 1.1256 1.0504 0.2338 0.25
H 0.385898 0.987726 -1.383373 -0.4137 0.3924 -0.7208 0.25
H 0.720688 1.019594 1.622059 0.6856 -0.1227 -0.8403 0.44
H -0.707061 0.975016 0.794320 1.6484 -1.6633 -1.1946 0.48
```
Positions in Å, forces in eV/Å.

---

Entry 7:
C3H3BrF2O | the ωB97M-V functional and the def2-TZVPD basis

2S+1 ... 1
HOMO ... -10.59 eV
Max |F| ... 7.09 eV Å⁻¹
LUMO energy ... 0.009 Ha
SMILES ... O=CCC(F)(F)Br
Gap between HOMO and LUMO ... 10.8328 eV

Structure (XYZ):
```
10
Properties=species:S:1:pos:R:3:forces:R:3:nbo_charge:R:1
O -0.348442 -1.334071 2.159422 -1.0177 -1.3022 0.5502 -0.48
C 0.017153 -0.540370 1.351117 1.5548 1.1141 3.2707 0.39
C 0.074688 -0.722060 -0.021089 -1.1129 1.3253 -6.8776 -0.55
C -0.215632 0.740654 -0.874953 0.1295 -1.3971 -0.6596 0.66
F -0.458407 0.527855 -2.269192 0.0034 -0.1535 2.8269 -0.35
F -1.267683 1.382012 -0.344852 0.4129 -0.3273 -0.5173 -0.32
Br 1.347472 1.964145 -0.924095 -0.6232 -0.6271 0.4319 -0.01
H 0.488978 0.347480 1.719773 0.3170 1.3497 0.3683 0.11
H 1.071636 -0.891976 -0.490325 -0.5662 -0.6229 0.8993 0.28
H -0.709764 -1.473669 -0.305805 0.9023 0.6410 -0.2928 0.26
```
Positions in Å, forces in eV/Å.

---

Entry 8:
C2H2INO | the ωB97M-V functional and the def2-TZVPD basis

2S+1 ... 1
HOMO ... -9.79 eV
Max |F| ... 3.90 eV Å⁻¹
LUMO energy ... -0.003 Ha
SMILES ... [H]/N=C/C(=O)I
Gap between HOMO and LUMO ... 9.7069 eV

Structure (XYZ):
```
7
Properties=species:S:1:pos:R:3:forces:R:3:nbo_charge:R:1
H 0.108871 -2.161892 0.438317 -0.0729 -0.3608 -0.1471 0.35
N -0.314056 -1.256302 0.601590 1.2063 1.3105 -1.1307 -0.54
C 0.320409 -0.356819 -0.077204 0.7018 -3.7526 0.8156 -0.04
C -0.098599 0.980754 0.209460 -1.1690 0.8345 -2.6620 0.52
O 0.243363 1.734000 1.004215 0.7340 1.4957 2.0990 -0.43
I -1.483943 1.609697 -1.414951 0.0123 -0.0394 0.1620 -0.07
H 1.223955 -0.549439 -0.761428 -1.4126 0.5121 0.8632 0.22
```
Positions in Å, forces in eV/Å.